DFT (the ωB97M-V functional and the def2-TZVPD basis) results for a structure of composition C48H45F3NO2P2RuSi2.

Results
<S²>: 8.7762
Spin multiplicity: 6
Charge: 0
Gap between HOMO and LUMO (spin up / spin down) in eV: 6.16 / 6.67
Molecular weight in g/mol: 944.08

```
104
C48H45F3NO2P2RuSi2 the ωB97M-V functional and the def2-TZVPD basis
Ru 0.0645 -0.3765 0.8375
C -0.8835 3.4826 0.1589
Si -0.0363 1.8778 -0.3746
C -0.9331 1.4561 -2.0068
C -0.8555 2.3114 -3.1131
C -1.5947 2.0864 -4.2586
C -2.4735 1.0080 -4.3163
C -2.5874 0.1627 -3.2309
C -1.7970 0.3637 -2.0938
P -2.0075 -0.7439 -0.6546
C -3.7655 -0.4289 -0.2511
C -4.2012 0.8972 -0.2503
C -5.5042 1.2103 0.0970
C -6.3919 0.2021 0.4462
C -5.9684 -1.1178 0.4422
C -4.6617 -1.4345 0.0986
C -1.9758 -2.4597 -1.2524
C -1.6358 -2.8227 -2.5485
C -1.6141 -4.1640 -2.9091
C -1.9283 -5.1446 -1.9851
C -2.2403 -4.7893 -0.6791
C -2.2436 -3.4579 -0.3119
C 1.7627 2.3444 -0.7626
C 2.1608 3.6751 -0.9180
C 3.4928 4.0164 -1.0989
C 4.4639 3.0255 -1.1217
C 4.0973 1.6981 -0.9696
C 2.7607 1.3565 -0.7929
P 2.2225 -0.3711 -0.5751
C 1.9672 -0.9410 -2.2942
C 2.0278 -2.2987 -2.6115
C 1.8312 -2.7193 -3.9159
C 1.5371 -1.8013 -4.9152
C 1.4660 -0.4517 -4.6066
C 1.6981 -0.0235 -3.3078
C 3.6969 -1.2780 -0.0281
C 4.6843 -1.7058 -0.9146
C 5.8077 -2.3621 -0.4394
C 5.9542 -2.5963 0.9217
C 4.9728 -2.1785 1.8064
C 3.8446 -1.5256 1.3334
H -0.9520 4.1761 -0.6822
H -0.3509 3.9728 0.9736
H -1.8970 3.2805 0.5065
H -0.1946 3.1703 -3.0720
H -1.5052 2.7565 -5.1040
H -3.0747 0.8390 -5.1997
H -3.2953 -0.6573 -3.2605
H -3.5200 1.6911 -0.5335
H -5.8266 2.2430 0.0913
H -7.4112 0.4449 0.7142
H -6.6566 -1.9103 0.7040
H -4.3549 -2.4709 0.0884
H -1.3630 -2.0736 -3.2776
H -1.3436 -4.4372 -3.9201
H -1.9083 -6.1870 -2.2722
H -2.4482 -5.5514 0.0587
H -2.4354 -3.1911 0.7224
H 1.4186 4.4617 -0.8845
H 3.7749 5.0548 -1.2114
H 5.5062 3.2847 -1.2516
H 4.8607 0.9298 -0.9740
H 2.2241 -3.0249 -1.8365
H 1.8962 -3.7737 -4.1476
H 1.3720 -2.1361 -5.9307
H 1.2444 0.2759 -5.3764
H 1.6758 1.0352 -3.0890
H 4.5719 -1.5332 -1.9778
H 6.5683 -2.6954 -1.1333
H 6.8304 -3.1137 1.2885
H 5.0723 -2.3717 2.8658
H 3.0668 -1.2282 2.0257
F 2.8368 -4.5838 0.9939
C 1.5451 -4.5793 1.3724
F 1.4918 -5.0472 2.6234
F 0.9055 -5.4645 0.5896
C 0.9447 -3.1531 1.2347
O 0.6721 -2.5327 2.2672
O 0.8199 -2.7416 0.0620
C -2.7753 1.3608 2.9586
Si -1.5731 0.1133 3.6573
C -2.2431 -1.6139 3.3688
C -1.3048 0.4326 5.4867
N -0.0795 0.3778 2.7708
C 1.2063 0.4308 3.2900
C 1.6697 -0.4328 4.2955
C 2.9665 -0.3348 4.7594
C 3.8391 0.6214 4.2442
C 3.3985 1.4797 3.2492
C 2.0987 1.3875 2.7780
H -3.7848 1.2087 3.3438
H -2.8179 1.2627 1.8704
H -2.4637 2.3803 3.1905
H -2.8630 -1.9312 4.2088
H -1.4279 -2.3283 3.2471
H -2.8687 -1.6409 2.4728
H -2.1770 0.9299 5.9122
H -0.4393 1.0741 5.6538
H -1.1455 -0.4925 6.0412
H 1.0118 -1.2045 4.6694
H 3.3078 -1.0176 5.5262
H 4.8514 0.6921 4.6177
H 4.0641 2.2261 2.8361
H 1.7346 2.0766 2.0247
```

Here are the Mulliken charges for atoms 1 to 4, given in e: Ru 0.681; C -1.604; Si 1.172; C 0.586

---

DFT (the ωB97M-V functional and the def2-TZVPD basis) results for a structure of composition C48H45FN6O7Sr.

Results
Energy relative to the best compared isomer or geometry (same formula, charge and spin) in eV: 2.471
Charge: 0
Gap between HOMO and LUMO in eV: 6.76
Molecular weight in g/mol: 924.54

```
108
C48H45FN6O7Sr the ωB97M-V functional and the def2-TZVPD basis
Sr -0.6735 -1.0089 1.3197
C -4.0138 2.7037 -4.7661
C -3.1803 1.6140 -4.1400
C -1.9845 1.2368 -4.6211
C -1.1630 0.2460 -3.9491
C 0.0712 -0.0096 -4.4860
N 1.1425 -0.5990 -3.9343
C 1.5428 -0.4661 -2.5195
C 2.3291 -1.6683 -2.0313
C 1.4388 -2.8868 -1.8745
N 2.1612 -3.9683 -1.1586
C 1.6319 -5.0302 -0.6177
C 0.2815 -5.2552 -0.2603
C -0.1674 -6.6075 -0.3261
C -1.4409 -6.9648 -0.0229
C -1.9494 -8.3770 -0.1656
C -2.2699 -5.9308 0.4908
C -1.8788 -4.6345 0.6717
C -2.8380 -3.7740 1.4197
N -2.6963 -2.5594 1.7574
C -3.7744 -1.9796 2.5891
C -4.4404 -0.7979 1.8808
C -5.1418 -1.1749 0.5583
N -4.6870 -0.4292 -0.6347
C -3.5552 -0.7267 -1.1131
C -3.0020 -0.0447 -2.3215
C -3.6602 0.9487 -2.9470
C -1.7041 -0.4963 -2.8121
O -1.1577 -1.5079 -2.3469
C -0.5555 -4.2117 0.2506
O -0.1432 -3.0340 0.4167
H -3.6561 2.9534 -5.7662
H -3.9868 3.6187 -4.1662
H -5.0624 2.4067 -4.8492
H -1.5855 1.7191 -5.5114
H 0.2351 0.3197 -5.5096
H 1.9107 -0.7336 -4.5709
H 0.6568 -0.3477 -1.9073
H 2.1427 0.4404 -2.4288
H 2.7429 -1.4111 -1.0509
H 3.1745 -1.8682 -2.7024
H 1.1201 -3.2960 -2.8330
H 0.5523 -2.6219 -1.3262
H 3.1677 -3.9668 -1.2318
H 2.3421 -5.8370 -0.4420
H 0.5301 -7.3687 -0.6723
H -1.1928 -9.0187 -0.6178
H -2.8382 -8.4230 -0.7981
H -2.2187 -8.8099 0.8011
H -3.2722 -6.1972 0.8243
H -3.7343 -4.3122 1.7464
H -3.3340 -1.6567 3.5315
H -4.5330 -2.7354 2.8192
H -3.6999 -0.0186 1.6921
H -5.1581 -0.3721 2.5829
H -6.2076 -0.9875 0.6505
H -5.0331 -2.2482 0.3783
H -2.9107 -1.4956 -0.6744
H -4.6220 1.2454 -2.5292
C 3.6917 5.4217 0.6327
C 3.9853 4.4086 -0.4685
C 5.4680 4.2390 -0.7551
C 6.1912 3.6613 0.4543
C 5.4937 2.4161 0.9524
C 6.1572 1.4860 1.7192
C 5.5003 0.3448 2.1678
F 6.1986 -0.5200 2.9313
C 4.2007 0.0845 1.8600
C 3.5078 1.0078 1.0686
C 2.1007 0.7249 0.7329
O 1.6176 -0.3631 1.0976
C 1.4205 1.7277 -0.0493
C 2.1272 2.8338 -0.4247
N 3.4108 3.0867 -0.1257
C 4.1425 2.1687 0.6342
C 0.0056 1.6218 -0.6020
O -0.3616 2.4803 -1.4056
O -0.6629 0.6097 -0.1890
H 4.1435 6.3882 0.3919
H 4.0830 5.0878 1.5979
H 2.6143 5.5636 0.7443
H 3.4798 4.7184 -1.3807
H 5.8871 5.2053 -1.0352
H 5.5882 3.5681 -1.6106
H 6.2404 4.4053 1.2546
H 7.2229 3.4152 0.2032
H 7.1999 1.6353 1.9818
H 3.6870 -0.8007 2.2121
H 1.6145 3.5780 -1.0242
O -1.4791 -1.1539 5.0540
C -0.7776 -0.7945 4.1131
O -0.0005 -1.4866 3.3672
C -0.8739 0.7014 3.7630
C -0.3433 1.6570 4.6754
C -0.4902 2.9708 4.3914
C -1.1912 3.3757 3.2231
C -1.4083 4.7370 2.8940
C -2.1040 5.0727 1.7668
C -2.6086 4.0553 0.9209
C -2.4098 2.7384 1.2187
C -1.6929 2.3755 2.3811
N -1.4994 1.0294 2.6496
H 0.1523 1.3105 5.5727
H -0.0943 3.7302 5.0563
H -1.0166 5.5029 3.5550
H -2.2687 6.1143 1.5156
H -3.1422 4.3199 0.0157
H -2.7586 1.9558 0.5548
```

Here are the Mulliken charges for atoms 1 to 4, given in e: Sr 2.093; C -1.732; C 0.451; C -1.076

---

DFT (the ωB97M-V functional and the def2-TZVPD basis) results for a structure of composition C48H45GeN8OY.

Results
<S²>: 0.7725
Spin multiplicity: 2
Charge: +3
Gap between HOMO and LUMO (spin up / spin down) in eV: 6.65 / 4.13
Molecular weight in g/mol: 911.46

```
104
C48H45GeN8OY the ωB97M-V functional and the def2-TZVPD basis
Y 0.8709 -0.3853 -1.1967
O 3.4715 -0.6683 -1.8225
C 4.0456 -0.1026 -3.0220
C 4.4790 1.3492 -2.8155
C 3.3729 2.2296 -2.2051
C 2.2102 2.3429 -3.1486
C 2.0805 3.4534 -3.9767
C 1.0757 3.4884 -4.9274
C 0.2813 2.3609 -5.0838
C 0.4616 1.2969 -4.2228
N 1.3642 1.3003 -3.2309
H 4.2045 -0.7116 -1.1891
H 3.2655 -0.1813 -3.7857
H 4.9012 -0.7084 -3.3406
H 4.7833 1.7574 -3.7786
H 5.3506 1.3832 -2.1598
H 3.7930 3.2151 -2.0111
H 3.0538 1.8061 -1.2472
H 2.7665 4.2783 -3.8741
H 0.9312 4.3621 -5.5447
H -0.4706 2.3124 -5.8525
H -0.1318 0.3955 -4.3446
C -1.0603 -1.5324 3.1575
C -0.4156 -0.9006 2.0939
N 0.1264 -1.5453 1.0728
C 0.0505 -2.8974 1.0571
C -0.5958 -3.6260 2.0862
C -1.1614 -2.9023 3.1506
C -0.6410 -5.0489 2.0351
C -0.0615 -5.7252 1.0153
C 0.6113 -5.0329 -0.0336
C 1.2491 -5.7145 -1.0866
C 1.9059 -4.9918 -2.0534
C 1.9019 -3.5989 -1.9750
N 1.3087 -2.9215 -1.0008
C 0.6709 -3.6176 -0.0271
H -1.4712 -0.9472 3.9641
H -0.3270 0.1796 2.0781
H -1.6560 -3.4297 3.9513
H -1.1344 -5.5719 2.8401
H -0.0835 -6.8040 0.9817
H 1.2214 -6.7938 -1.1165
H 2.4194 -5.4817 -2.8658
H 2.4093 -3.0081 -2.7299
C -1.5114 -2.4791 -3.7962
Ge -1.5705 -1.1373 -2.3112
C -2.4792 0.5318 -2.9519
C -3.5627 0.4083 -3.8114
C -4.2402 1.5391 -4.2382
C -3.8372 2.7950 -3.8111
C -2.7505 2.9246 -2.9601
C -2.0678 1.7956 -2.5441
C -2.6529 -1.9661 -0.8524
C -3.0196 -3.2889 -1.0155
C -3.8775 -3.9317 -0.1226
C -4.3537 -3.2560 0.9735
C -3.9986 -1.9106 1.1980
C -4.5154 -1.1979 2.3001
C -4.1654 0.1083 2.5239
C -3.2821 0.7488 1.6487
C -2.7648 0.0788 0.5670
C -3.1168 -1.2554 0.2895
H -2.5308 -2.6879 -4.1214
H -1.0579 -3.4207 -3.4903
H -0.9591 -2.1101 -4.6592
H -3.8930 -0.5721 -4.1294
H -5.0834 1.4367 -4.9034
H -4.3671 3.6751 -4.1404
H -2.4349 3.9052 -2.6335
H -1.1939 1.8977 -1.8915
H -2.6763 -3.8377 -1.8790
H -4.1735 -4.9518 -0.3093
H -5.0034 -3.7483 1.6819
H -5.2190 -1.6956 2.9503
H -4.5757 0.6469 3.3629
H -3.0146 1.7781 1.8297
H -2.0702 0.5890 -0.0968
C 3.1681 -0.1906 1.8734
C 2.4906 1.0941 1.5623
N 1.6190 1.2768 0.5753
C 1.2716 2.6096 0.6181
C 1.9403 3.2163 1.6309
N 2.7034 2.2474 2.2257
C 3.4911 2.4482 3.4295
N 2.7464 3.2237 4.3694
N 3.1831 4.4247 4.7852
N 2.3375 4.9666 5.5228
C 1.2340 4.1804 5.6479
C 0.0225 4.3580 6.3075
C -0.9190 3.3665 6.1502
C -0.6666 2.2152 5.3920
C 0.5365 2.0084 4.7481
C 1.4857 3.0129 4.8795
H 2.9076 -0.9372 1.1183
H 2.8608 -0.5728 2.8487
H 4.2506 -0.0606 1.8936
H 0.5745 3.0369 -0.0770
H 1.9479 4.2368 1.9557
H 4.4047 3.0148 3.2044
H 3.7594 1.4690 3.8464
H -0.1576 5.2359 6.9031
H -1.8809 3.4683 6.6253
H -1.4441 1.4686 5.3116
H 0.7241 1.1076 4.1805
```

Here are the Mulliken charges for atoms 1 to 4, given in e: Y 0.234; O -0.378; C -0.629; C -0.986

---

DFT (the ωB97M-V functional and the def2-TZVPD basis) results for a structure of composition C48H48Cl3CsN12O5.

Results
Energy relative to the best compared isomer or geometry (same formula, charge and spin) in eV: 1.864
Charge: -2
Gap between HOMO and LUMO in eV: 5.07
Molecular weight in g/mol: 1112.26

```
117
C48H48Cl3CsN12O5 the ωB97M-V functional and the def2-TZVPD basis
Cs -2.2310 0.8193 1.3508
C -1.9585 -7.9940 -3.4041
C -2.2881 -6.5609 -3.0860
C -2.9881 -5.7518 -3.9797
C -3.2594 -4.4373 -3.6999
C -2.8240 -3.8049 -2.5015
N -2.9325 -2.5080 -2.2777
C -3.9129 -1.7230 -2.7269
C -5.2781 -2.0871 -2.6398
C -6.2876 -1.2126 -2.9478
C -6.0150 0.0745 -3.4096
C -7.1190 1.0642 -3.6400
C -4.6888 0.4363 -3.5706
C -3.6550 -0.4272 -3.2414
N -2.3257 -0.0277 -3.4799
C -1.8920 0.5929 -4.5979
C -0.5338 0.7726 -4.4591
C -0.2377 0.2258 -3.2068
N -1.3287 -0.2488 -2.6339
C -2.1474 -4.6607 -1.5876
C -1.8971 -5.9862 -1.8814
N -1.7851 -4.1930 -0.3004
C -2.3843 -4.5804 0.8406
C -1.7274 -3.9609 1.8794
C -0.7335 -3.2063 1.2513
N -0.7839 -3.3561 -0.0626
H -2.2318 -8.2358 -4.4314
H -2.4880 -8.6763 -2.7351
H -0.8905 -8.1802 -3.2790
H -3.3340 -6.1762 -4.9161
H -3.8067 -3.8293 -4.4085
H -5.5103 -3.0808 -2.2800
H -7.3187 -1.5195 -2.8190
H -8.0044 0.5778 -4.0488
H -6.8082 1.8563 -4.3219
H -7.3938 1.5243 -2.6887
H -4.4544 1.4207 -3.9660
H -2.5517 0.8310 -5.4085
H 0.1392 1.2220 -5.1619
H 0.7103 0.1750 -2.7047
H -1.3858 -6.5862 -1.1363
H -3.2288 -5.2415 0.8304
H -1.9346 -4.0312 2.9284
H 0.0224 -2.5905 1.6988
N -3.2550 2.5350 -1.4685
N -4.5179 2.8809 -0.9439
C -5.1640 1.8343 -0.1487
O -6.3674 1.9955 0.0128
O -4.3859 0.9632 0.2613
H -3.2809 2.3370 -2.4711
H -3.0302 1.6492 -0.9828
H -5.1504 3.2943 -1.6173
Cl 1.5618 -0.1901 5.1753
C -0.0020 -0.9426 5.1671
C -0.2669 -1.8805 6.1466
C -1.4807 -2.5237 6.1674
Cl -1.8033 -3.6862 7.4350
C -2.4483 -2.2744 5.1853
C -3.6982 -2.9251 5.1258
C -4.5457 -2.6566 4.0859
C -4.1532 -1.7127 3.1251
N -3.0208 -1.0620 3.1865
C -2.1582 -1.3103 4.1741
C -0.9108 -0.5499 4.1542
O -0.6792 0.3555 3.3190
H 0.4853 -2.1077 6.8868
H -3.9672 -3.6280 5.9068
H -5.5064 -3.1492 4.0163
H -4.7953 -1.4845 2.2854
N 1.0332 -1.0410 -0.3294
C 2.0592 -0.6580 0.0455
H 0.1530 -1.4286 -0.6246
O -1.3948 3.2695 0.0249
C -1.8151 3.7006 -0.9723
C 7.2185 3.4071 -1.7141
C 6.9858 2.9721 -0.2585
C 8.0279 1.8941 0.0547
C 7.2216 4.1743 0.6623
C 5.5456 2.3650 -0.1362
O 5.3958 1.5659 -1.3002
C 5.3084 1.3948 1.0469
C 5.4201 1.8478 2.5125
C 4.2312 2.6335 2.9938
C 4.3129 3.9817 3.3224
C 3.1936 4.6751 3.7517
C 1.9802 4.0128 3.8455
Cl 0.5765 4.8808 4.3480
C 1.8756 2.6659 3.5421
C 3.0051 1.9890 3.1236
C 4.4938 3.5119 -0.1486
N 3.2262 3.1104 -0.6842
C 2.2034 2.4087 -0.1533
N 1.2391 2.2935 -1.0301
C 1.7026 2.9560 -2.1041
N 2.9021 3.4622 -1.9394
H 8.1927 3.8804 -1.8106
H 6.4646 4.1036 -2.0663
H 7.1871 2.5379 -2.3619
H 9.0216 2.2611 -0.1939
H 7.8259 1.0113 -0.5450
H 8.0149 1.6229 1.1057
H 8.2636 4.4802 0.5817
H 7.0265 3.9268 1.6995
H 6.6005 5.0242 0.3948
H 4.5314 1.1328 -1.2738
H 5.9959 0.5606 0.8974
H 4.3020 0.9878 0.9144
H 6.3404 2.4016 2.6984
H 5.4662 0.9300 3.1076
H 5.2582 4.5045 3.2454
H 3.2610 5.7219 4.0073
H 0.9354 2.1421 3.6213
H 2.9272 0.9344 2.9062
H 4.8325 4.3012 -0.8205
H 4.3529 3.9107 0.8560
H 2.1775 2.0346 0.8480
H 1.1432 3.0630 -3.0086
```

Here are the Mulliken charges for atoms 1 to 4, given in e: Cs 1.418; C -1.408; C 0.703; C -1.150